Entry 1:
C3H2ClNO3 in the gas phase. Source: OMol25; level of theory: ωB97M-V/def2-TZVPD.

Geometry as XYZ:
```
10
Properties=species:S:1:pos:R:3:lowdin_charge:R:1
O 2.09 -1.62 0.08 -0.0647
N 2.00 -0.21 -0.12 0.1016
C 0.89 0.19 -0.27 -0.4905
O 0.48 1.48 -0.13 0.0642
C -0.95 1.27 0.18 -0.0142
C -1.24 0.02 -0.13 -0.6480
Cl -2.81 -0.84 -0.07 0.6761
O -0.12 -0.73 -0.23 0.0198
H 1.11 -1.94 0.39 0.1625
H -1.45 2.37 0.29 0.1932
```

Values from the calculation:
- Total charge: 0
- SMILES string: O/N=c1/occ(Cl)o1
- Energy above the lowest of the compared OMol25 structures with the same formula, charge and spin: 241.7 kJ/mol
- HOMO: -9.2 eV
- LUMO level: 0.3 eV
- HOMO-LUMO gap: 9.56 eV


Entry 2:
A molecular structure, C11H15Br5F10InO2S. Source: OMol25; level of theory: ωB97M-V/def2-TZVPD.

Geometry as XYZ:
```
45
Properties=species:S:1:pos:R:3:lowdin_charge:R:1
O -5.59 -0.10 -0.90 -0.4037
S -4.63 0.96 -0.74 0.5089
O -4.84 1.71 0.47 -0.4015
F -4.90 2.00 -1.98 -0.3009
In -2.27 0.07 -0.96 0.7530
C -2.23 -1.70 -2.31 -0.2805
C -1.98 -3.04 -1.60 -0.3694
C -0.80 -3.02 -0.63 -0.7762
Br 0.94 -3.36 -1.49 0.5857
C -0.94 1.65 -1.95 -0.4269
F -1.16 2.87 -1.35 0.0131
F -1.24 1.69 -3.28 0.0255
C 0.56 1.31 -1.70 -0.3996
F 0.66 -0.01 -1.41 0.0706
F 0.93 1.96 -0.56 0.1019
C 1.57 1.77 -2.78 -0.3293
F 1.20 3.02 -3.16 0.1472
F 2.79 1.91 -2.22 0.1467
C 1.67 0.92 -4.09 -0.5182
F 2.90 1.16 -4.61 0.1373
F 0.80 1.31 -5.02 0.1784
F 1.57 -0.39 -3.89 0.1755
H -1.64 -0.27 0.66 -0.0287
H -3.22 -1.75 -2.77 0.0326
H -1.53 -1.51 -3.13 0.0336
H -2.87 -3.42 -1.08 0.1062
H -1.75 -3.79 -2.37 0.0837
H -0.95 -3.85 0.06 -0.0020
H -0.74 -2.12 -0.04 -0.1039
Br 0.73 -2.94 1.55 0.7971
C 1.07 -2.00 3.23 -0.7252
C 2.11 -2.68 4.07 -0.6926
Br 1.40 -4.26 4.97 0.5842
H 0.11 -1.90 3.74 0.0466
H 1.41 -1.01 2.92 -0.0593
H 2.45 -2.03 4.87 0.0515
H 2.97 -3.01 3.49 0.0486
Br 0.79 1.13 3.79 0.7397
C 1.40 2.68 2.78 -0.6573
C 2.58 3.34 3.43 -0.6958
Br 2.05 4.40 4.98 0.5911
H 0.55 3.34 2.67 0.0592
H 1.68 2.29 1.80 0.0483
H 3.05 4.05 2.75 0.0573
H 3.33 2.63 3.78 0.0477
```

Values from the calculation:
- Total charge: -1
- HOMO: -6.1 eV
- LUMO level: 2.1 eV
- HOMO-LUMO gap: 8.19 eV


Entry 3:
C4H8O2 in the gas phase. Source: OMol25; level of theory: ωB97M-V/def2-TZVPD.

Geometry as XYZ:
```
14
Properties=species:S:1:pos:R:3:lowdin_charge:R:1
C -2.01 0.27 -0.36 -0.0958
C -0.84 -0.49 0.24 -0.1820
C 0.44 0.31 0.21 -0.3752
O 0.46 1.52 0.32 0.0892
C 1.75 -0.43 0.04 -0.2142
O 2.83 0.44 0.03 -0.0449
H -2.14 1.23 0.15 0.0760
H -2.94 -0.30 -0.28 0.0736
H -1.83 0.48 -1.42 0.0815
H -0.67 -1.45 -0.28 0.1149
H -1.04 -0.74 1.29 0.1284
H 1.85 -1.17 0.85 0.1356
H 1.69 -1.01 -0.90 0.1328
H 2.44 1.33 0.11 0.0801
```

Values from the calculation:
- Total charge: 0
- SMILES string: CCC(=O)CO
- Energy above the lowest of the compared OMol25 structures with the same formula, charge and spin: 75.4 kJ/mol
- HOMO: -10.3 eV
- LUMO level: 0.8 eV
- HOMO-LUMO gap: 11.10 eV


Entry 4:
A molecular structure, C36H41N8O2PdSTe2. Source: OMol25; level of theory: ωB97M-V/def2-TZVPD.

Geometry as XYZ:
```
91
Properties=species:S:1:pos:R:3:lowdin_charge:R:1
Pd -0.07 2.20 -1.91 0.8281
N 2.79 3.93 -2.22 0.1476
C 1.83 4.79 -1.96 -0.4939
N 2.06 6.10 -1.99 0.1208
C 1.07 6.88 -1.46 -0.4989
N 1.32 8.20 -1.51 0.1004
N -0.13 6.46 -1.07 0.1321
C -0.35 5.15 -1.23 -0.3345
N 0.62 4.25 -1.62 0.0486
C -1.64 4.62 -1.04 -0.2695
C -2.77 5.41 -0.83 -0.0613
C -4.02 4.84 -0.79 -0.1239
C -4.14 3.49 -1.16 -0.1337
C -3.02 2.73 -1.45 -0.1411
N -1.78 3.30 -1.35 -0.0494
H 3.71 4.35 -2.34 0.0978
H 2.56 2.90 -2.29 0.0157
H 2.25 8.53 -1.77 0.0911
H 0.67 8.86 -1.07 0.0975
H -2.59 6.46 -0.62 0.0914
H -4.91 5.37 -0.56 0.0673
H -5.08 2.92 -1.20 0.0813
H -3.06 1.70 -1.89 0.0686
C -1.32 -1.80 -3.25 -0.0439
C -1.42 -0.38 -2.80 -0.6314
O -2.48 0.26 -2.71 -0.0907
N -0.23 0.33 -2.56 -0.3575
Te -1.47 -1.22 0.94 1.4101
C -2.82 -1.17 2.67 -0.3868
C -2.36 -1.60 3.92 -0.3028
C -0.90 -1.73 4.29 -0.0950
C -3.31 -1.79 4.96 -0.0395
C -4.67 -1.70 4.73 -0.2640
C -5.70 -2.23 5.73 -0.0586
C -5.06 -1.10 3.49 -0.0336
C -4.20 -0.79 2.46 -0.3190
C -4.59 -0.04 1.22 -0.0923
C -1.02 -3.36 0.58 -0.3510
C 0.35 -3.78 0.72 -0.2781
C 1.38 -2.89 1.41 -0.0903
C 0.71 -5.02 0.23 -0.0419
C -0.17 -5.90 -0.38 -0.2651
C 0.30 -7.24 -0.88 -0.0724
C -1.54 -5.49 -0.50 -0.0217
C -1.98 -4.23 -0.01 -0.3091
C -3.46 -3.88 -0.21 -0.0756
H -2.27 -2.13 -3.67 0.0701
H -1.04 -2.44 -2.41 0.0568
H -0.49 -1.96 -4.01 0.0825
H -0.25 -1.08 3.72 0.0437
H -0.54 -2.74 4.09 0.0747
H -0.71 -1.56 5.37 0.0802
H -2.91 -2.12 5.93 0.1112
H -5.18 -2.99 6.33 0.0714
H -6.55 -2.69 5.29 0.0514
H -6.04 -1.42 6.39 0.0769
H -6.12 -0.92 3.27 0.1089
H -5.66 0.24 1.25 0.0756
H -4.41 -0.64 0.31 0.0559
H -3.95 0.86 1.12 0.0830
H 1.13 -2.50 2.39 0.0451
H 1.62 -2.02 0.81 0.0126
H 2.29 -3.47 1.58 0.0705
H 1.74 -5.38 0.38 0.1170
H 1.28 -7.50 -0.46 0.0639
H 0.39 -7.27 -1.98 0.0805
H -0.38 -8.06 -0.56 0.0746
H -2.22 -6.11 -1.06 0.0964
H -3.95 -4.82 -0.61 0.0813
H -3.50 -3.11 -0.99 0.0662
H -3.98 -3.47 0.67 0.0696
C 4.53 0.46 -2.05 -0.4131
Te 3.21 0.52 -0.35 1.2908
C 4.91 1.67 0.52 -0.4421
C 6.14 1.30 -0.27 -0.2697
C 7.45 1.52 0.18 -0.0763
C 8.50 1.50 -0.71 -0.1279
C 8.27 1.03 -2.01 -0.1287
C 7.01 0.64 -2.40 -0.0813
C 5.90 0.80 -1.59 -0.2829
H 4.08 1.14 -2.79 0.0417
H 4.44 -0.53 -2.53 0.0569
H 4.91 1.37 1.56 0.0092
H 4.64 2.73 0.45 0.0318
H 7.64 1.70 1.23 0.0961
H 9.48 1.82 -0.35 0.0819
H 9.09 0.89 -2.70 0.0758
H 6.85 0.14 -3.39 0.1165
O 2.01 -1.19 -1.84 -0.7318
S 1.41 -0.18 -2.78 0.5997
N 1.79 1.28 -2.02 -0.7382
```

Values from the calculation:
- Total charge: -2
- Energy above the lowest of the compared OMol25 structures with the same formula, charge and spin: 0.0 kJ/mol
- HOMO (spin up / spin down): 0.4 / 0.3 eV
- LUMO level (spin up / spin down): 3.6 / 3.6 eV
- Expectation value of S²: 0.77
- Multiplicity: 2
- HOMO-LUMO gap (spin up / spin down): 3.24 / 3.30 eV


Entry 5:
2 unconnected molecules or ions with the total composition C4H12OS2. Source: OMol25; level of theory: ωB97M-V/def2-TZVPD.

Geometry as XYZ:
```
19
Properties=species:S:1:pos:R:3:lowdin_charge:R:1
C 2.04 -0.67 0.38 -0.1572
C 2.24 0.08 1.74 -0.5970
S 0.75 0.74 2.53 0.4579
S -0.06 1.88 1.08 0.4759
C -1.19 0.76 0.17 -0.6020
C -2.37 1.56 -0.37 -0.1861
H 2.84 -1.39 0.24 0.0614
H 2.18 0.08 -0.40 0.0608
H 1.08 -1.19 0.37 0.0555
H 2.76 0.98 1.41 0.0472
H 2.68 -0.56 2.50 0.0574
H -0.66 0.37 -0.70 0.0564
H -1.53 0.01 0.87 0.0628
H -2.97 0.94 -1.03 0.0729
H -1.93 2.38 -0.93 0.0623
H -2.98 1.98 0.43 0.0686
O -1.10 -2.32 -2.59 -0.0689
H -0.73 -2.44 -3.49 0.0552
H -1.02 -3.18 -2.21 0.0170
```

Values from the calculation:
- Total charge: 0
- SMILES string: CCSSCC.O
- Energy above the lowest of the compared OMol25 structures with the same formula, charge and spin: 36.8 kJ/mol
- HOMO: -8.7 eV
- LUMO level: 0.7 eV
- HOMO-LUMO gap: 9.35 eV


Entry 6:
A molecular structure, C5H9O2S. Source: OMol25; level of theory: ωB97M-V/def2-TZVPD.

Geometry as XYZ:
```
17
Properties=species:S:1:pos:R:3:lowdin_charge:R:1
O 0.55 3.16 -1.78 0.1466
C 1.40 2.35 -1.65 -0.5616
O 2.50 1.97 -1.94 0.1269
C 0.60 0.80 -0.19 -0.1061
C 0.62 -0.48 -1.05 -0.2415
C -0.61 0.36 -1.08 -0.1748
S -1.00 -2.40 0.82 0.1157
C -1.30 -1.85 2.62 -0.6314
H 0.54 0.49 0.86 0.1086
H 1.15 1.82 -0.36 0.0849
H 0.59 -1.47 -0.62 -0.0361
H 1.16 -0.57 -2.03 0.1106
H -1.48 0.11 -0.43 0.0654
H -0.82 0.82 -2.02 0.0806
H -2.29 -2.04 3.02 -0.0236
H -0.46 -2.30 3.18 -0.0291
H -1.14 -0.76 2.64 -0.0352
```

Values from the calculation:
- Total charge: -1
- Energy above the lowest of the compared OMol25 structures with the same formula, charge and spin: 336.0 kJ/mol
- HOMO: -2.5 eV
- LUMO level: 3.1 eV
- HOMO-LUMO gap: 5.63 eV